<A>
# C4H6N2O2

One molecule with the formula C4H6N2O2 (ωB97M-V/def2-TZVPD, the OMol25 dataset).

Geometry (Å):
C: 1.005 -1.354 -0.463
C: 0.285 2.408 -0.212
C: -0.874 0.184 -0.010
C: 0.197 1.058 0.456
N: -0.358 -1.208 -0.282
N: 1.798 -0.381 -0.252
O: -0.662 2.874 -0.759
O: 1.423 3.078 -0.080
H: 1.263 -2.243 -1.019
H: -1.670 -0.140 0.618
H: -1.282 0.753 -0.954
H: 0.790 0.861 1.362
H: -0.995 -1.981 -0.545
H: 2.031 2.726 0.613

Calculated values
* orbital gap (spin up / spin down): 8.5181 / 8.4157 eV
* charge: 0
* HOMO energy (spin up / spin down): -9.18 / -8.98 eV


<B>
# C4H6N2O2

C4H6N2O2 as an isolated structure (ωB97M-V/def2-TZVPD, the OMol25 dataset).

Geometry (Å):
C: -1.994 -0.122 -0.123
C: -1.049 0.999 0.143
C: 0.379 1.083 0.269
C: 1.261 -0.273 -0.003
H: -2.202 -2.061 -0.228
H: -0.700 -1.434 0.707
H: -1.532 2.007 0.370
H: 0.787 2.229 -0.006
H: 3.337 -0.722 -0.444
H: 2.971 1.077 0.073
N: -1.710 -1.348 0.570
N: 2.555 -0.059 -0.368
O: -3.069 0.074 -0.701
O: 0.963 -1.450 -0.260

Calculated values
* orbital gap: 9.3732 eV
* charge: 0
* HOMO energy: -9.97 eV


<C>
# C4H6N2O2

One molecule with the formula C4H6N2O2 (ωB97M-V/def2-TZVPD, the OMol25 dataset).

Geometry (Å):
N: -2.474 0.274 0.001
C: -1.015 0.015 -0.096
N: -0.555 -1.300 -0.116
C: 0.805 -1.437 -0.067
C: 1.298 -0.218 0.024
O: 2.617 0.179 0.197
C: 0.189 0.667 -0.163
O: 0.340 2.047 0.062
H: -2.759 1.318 -0.395
H: -2.748 0.350 1.120
H: -1.306 -2.014 0.304
H: 1.301 -2.353 0.290
H: 2.904 0.401 -0.937
H: 1.402 2.071 -0.226

Calculated values
* SMILES: Nc1[nH]cc(O)c1O
* orbital gap: 8.1207 eV
* charge: 0
* HOMO energy: -7.87 eV


<D>
# C4H6N2O2

One molecule with the formula C4H6N2O2 (ωB97M-V/def2-TZVPD, the OMol25 dataset).

Geometry (Å):
H: 0.688 0.535 -2.512
N: 0.320 -0.219 -1.909
C: 0.161 0.237 -0.738
C: 0.161 1.658 -0.200
N: -0.317 -0.555 0.344
C: -0.955 -1.725 -0.060
O: -1.263 -2.604 0.718
C: 0.359 -0.536 1.569
O: 1.240 0.263 1.834
H: -0.237 2.533 -0.671
H: -0.167 1.576 0.801
H: 1.208 1.796 -0.289
H: -1.154 -1.652 -1.159
H: -0.043 -1.307 2.271

Calculated values
* SMILES: [H]/N=C(\C)N(C=O)C=O
* orbital gap: 10.8154 eV
* charge: 0
* HOMO energy: -10.25 eV


If we sort the structures by their calculated energies, the order from most to least stable is <D>, <A>, <B>, <C>.


<A>
# C4H6N2O2

A 2-piece molecular cluster, C4H6N2O2 overall (ωB97M-V/def2-TZVPD, the OMol25 dataset).

Geometry (Å):
C: 1.321 0.859 -0.801
O: 1.680 0.527 0.499
C: 1.008 -0.504 1.237
C: 0.483 -1.491 0.602
N: 0.092 -2.371 -0.132
H: 1.979 1.627 -1.201
H: 0.333 1.476 -0.814
H: 1.245 -0.004 -1.406
H: 1.166 -0.396 2.311
H: -0.871 -2.168 -0.640
N: -2.125 1.141 0.708
C: -2.110 0.180 -0.018
O: -2.076 -0.861 -0.499
H: -2.128 1.985 0.154

Calculated values
* SMILES: COC=C=N.N=C=O
* orbital gap: 8.5934 eV
* charge: 0
* HOMO energy: -8.15 eV


<B>
# C4H6N2O2

One molecule with the formula C4H6N2O2 (ωB97M-V/def2-TZVPD, the OMol25 dataset).

Geometry (Å):
C: 1.693 -0.123 -0.223
N: 1.141 -1.256 -0.438
O: 0.014 -1.441 0.403
C: -1.129 -1.045 -0.167
O: -1.634 0.161 0.352
N: -1.124 1.199 -0.479
C: 0.015 1.650 -0.153
C: 1.106 0.991 0.684
H: 2.553 0.079 -0.826
H: -1.874 -1.777 0.259
H: -1.005 -1.042 -1.284
H: 0.365 2.359 -0.959
H: 2.040 1.665 0.726
H: 0.656 0.517 1.619

Calculated values
* SMILES: C1=N\OCO/N=C\C/1
* orbital gap: 10.2468 eV
* charge: 0
* HOMO energy: -9.83 eV


If we sort the structures by their calculated energies, the order from most to least stable is <A>, <B>.


<A>
# C4H6N2O2

One molecule with the formula C4H6N2O2 (ωB97M-V/def2-TZVPD, the OMol25 dataset).

Geometry (Å):
C: 1.835 0.272 -1.262
C: -0.877 0.558 1.442
C: -0.469 -0.459 -0.844
C: -0.437 -0.612 0.619
N: 0.449 0.569 -1.254
N: 2.362 -0.853 -1.370
O: -0.832 1.705 1.063
O: -1.272 0.158 2.641
H: 2.501 1.228 -1.483
H: -0.226 -1.312 -1.293
H: -1.498 -0.132 -1.075
H: -0.482 -1.668 1.024
H: 0.271 1.437 -0.885
H: -1.324 -0.891 2.677

Calculated values
* orbital gap (spin up / spin down): 8.2369 / 8.8647 eV
* charge: 0
* HOMO energy (spin up / spin down): -9.64 / -9.37 eV


<B>
# C4H6N2O2

One molecule with the formula C4H6N2O2 (ωB97M-V/def2-TZVPD, the OMol25 dataset).

Geometry (Å):
C: 0.374 2.021 -0.052
C: 0.052 0.607 -0.472
O: -0.975 0.039 0.369
C: -0.470 -1.208 0.413
N: -1.401 -2.173 0.490
N: 0.826 -1.434 0.534
C: 1.374 -0.392 -0.096
O: 2.508 -0.107 -0.380
H: 1.153 2.443 -0.693
H: 0.737 2.057 0.979
H: -0.514 2.659 -0.114
H: -0.247 0.537 -1.520
H: -1.079 -3.120 0.343
H: -2.337 -1.930 0.199

Calculated values
* SMILES: C[C@@H]1OC(N)=NC1=O
* orbital gap: 9.8357 eV
* charge: 0
* HOMO energy: -9.27 eV


<C>
# C4H6N2O2

A 2-piece molecular cluster, C4H6N2O2 overall (ωB97M-V/def2-TZVPD, the OMol25 dataset).

Geometry (Å):
C: 0.393 -0.016 0.380
C: -1.280 -1.396 -0.113
C: -1.944 -0.277 0.037
C: -0.919 0.705 0.511
H: 2.713 -1.075 -0.454
H: 3.389 0.542 -0.391
H: -1.751 -2.396 -0.501
H: -3.056 -0.017 -0.109
H: -1.095 0.957 1.542
H: 0.216 1.810 -0.814
N: 2.661 -0.083 -0.034
N: 1.527 0.629 0.244
O: 0.168 -1.330 0.030
O: -1.023 1.945 -0.328

Calculated values
* orbital gap: 9.3621 eV
* charge: 0
* HOMO energy: -8.55 eV


If we sort the structures by their calculated energies, the order from most to least stable is <B>, <A>, <C>.


<A>
# C4H6N2O2

One molecule with the formula C4H6N2O2 (ωB97M-V/def2-TZVPD, the OMol25 dataset).

Geometry (Å):
H: -0.444 2.422 -0.892
N: 0.439 2.072 -0.514
C: 0.491 0.808 -0.534
C: -0.838 -0.406 -0.052
C: -1.030 -1.600 -0.606
N: -1.713 0.317 0.689
C: 1.578 0.073 0.129
O: 1.300 -1.015 0.637
O: 2.796 0.601 0.106
H: -0.199 -2.236 -0.851
H: -2.036 -1.975 -0.734
H: -2.355 -0.196 1.275
H: -1.430 1.226 1.023
H: 3.442 -0.090 0.324

Calculated values
* SMILES: [H]/N=C(\C(=C)N)C(=O)O
* orbital gap: 7.3193 eV
* charge: 0
* HOMO energy: -7.67 eV


<B>
# C4H6N2O2

One molecule with the formula C4H6N2O2 (ωB97M-V/def2-TZVPD, the OMol25 dataset).

Geometry (Å):
C: -2.489 -0.313 -0.236
O: -1.320 -0.886 0.308
C: -0.208 -0.115 0.170
N: -0.200 1.132 -0.067
C: 1.103 1.534 -0.214
C: 1.886 0.474 -0.086
N: 1.168 -0.655 0.083
O: 2.036 -1.896 0.248
H: -3.344 -0.192 0.567
H: -2.864 -0.909 -1.053
H: -2.163 0.676 -0.599
H: 1.502 2.607 -0.272
H: 2.919 0.550 -0.078
H: 1.975 -2.006 1.228

Calculated values
* SMILES: COc1nccn1O
* orbital gap: 8.9890 eV
* charge: 0
* HOMO energy: -8.47 eV


If we sort the structures by their calculated energies, the order from most to least stable is <A>, <B>.


<A>
# C4H6N2O2

One molecule with the formula C4H6N2O2 (ωB97M-V/def2-TZVPD, the OMol25 dataset).

Geometry (Å):
O: -1.717 0.939 1.407
C: -0.873 0.150 1.503
O: -0.796 -0.886 2.425
C: 0.340 0.464 0.473
C: 0.780 -0.748 -0.482
C: 0.189 -0.291 -1.782
N: -0.232 0.893 -1.747
N: -0.051 1.471 -0.473
H: 0.032 -1.377 2.008
H: 1.331 0.815 0.790
H: 1.717 -0.994 -0.628
H: 0.072 -1.655 -0.297
H: 0.210 -0.719 -2.919
H: -1.001 1.938 -0.278

Calculated values
* SMILES: O=C(O)[C@H]1CC=NN1
* orbital gap: 9.4225 eV
* charge: 0
* HOMO energy: -8.99 eV


<B>
# C4H6N2O2

C4H6N2O2 as an isolated structure (ωB97M-V/def2-TZVPD, the OMol25 dataset).

Geometry (Å):
C: -1.229 0.094 -0.427
C: -0.168 -0.136 -1.254
C: 1.046 -0.058 -0.396
C: 0.618 0.197 0.838
H: -3.111 0.531 0.008
H: -2.695 0.536 -1.661
H: -0.376 -0.305 -2.333
H: 2.612 -0.408 -1.488
H: 1.923 0.802 2.566
H: 1.384 -0.944 2.493
N: -2.656 0.085 -0.738
N: 1.200 0.092 2.106
O: 2.147 -0.949 -0.461
O: -0.696 0.464 0.746

Calculated values
* orbital gap: 8.4788 eV
* charge: 0
* HOMO energy: -7.97 eV


If we sort the structures by their calculated energies, the order from most to least stable is <A>, <B>.


<A>
# C3H5NO3

One molecule with the formula C3H5NO3 (ωB97M-V/def2-TZVPD, the OMol25 dataset).

Geometry (Å):
N: 0.051 0.496 -0.938
C: 0.557 -0.020 0.333
C: 1.362 1.175 0.905
O: 2.212 1.114 1.749
O: 0.880 2.319 0.357
C: -0.103 -1.061 1.130
O: 1.126 -1.390 0.499
H: -0.813 -0.025 -1.234
H: 0.715 0.532 -1.770
H: 0.229 2.106 -0.455
H: -0.098 -0.993 2.253
H: -0.942 -1.637 0.624

Calculated values
* SMILES: N[C@@]1(C(=O)O)CO1
* orbital gap: 10.9382 eV
* charge: 0
* HOMO energy: -10.42 eV


<B>
# C3H5NO3

C3H5NO3 as an isolated structure (ωB97M-V/def2-TZVPD, the OMol25 dataset).

Geometry (Å):
C: 0.010 1.313 -0.826
C: -0.094 0.277 0.140
C: 0.774 -0.340 1.150
N: -0.951 -1.140 -0.672
O: -1.714 -0.805 -1.524
O: -0.653 -2.220 -0.207
O: -0.891 1.373 0.320
H: 0.932 1.911 -0.824
H: -0.444 1.276 -1.703
H: 1.806 -0.438 0.830
H: 0.517 -1.386 1.272
H: 0.708 0.180 2.045

Calculated values
* orbital gap: 10.7896 eV
* charge: 0
* HOMO energy: -9.95 eV


If we sort the structures by their calculated energies, the order from most to least stable is <A>, <B>.


<A>
# C3H5NO3

One molecule with the formula C3H5NO3 (ωB97M-V/def2-TZVPD, the OMol25 dataset).

Geometry (Å):
O: -0.298 2.621 -0.992
C: -0.081 1.520 -0.619
O: 1.240 1.244 -0.353
C: -1.014 0.514 -0.198
C: -0.559 -0.856 0.273
N: 0.694 -0.856 0.448
O: 1.061 -2.274 0.414
H: 1.304 0.271 -0.278
H: -1.349 1.248 0.705
H: -1.985 0.374 -0.893
H: -1.101 -1.679 0.660
H: 2.090 -2.128 0.834

Calculated values
* SMILES: O=C(O)C/C=N/O
* orbital gap: 10.2301 eV
* charge: 0
* HOMO energy: -10.20 eV


<B>
# C3H5NO3

One molecule with the formula C3H5NO3 (ωB97M-V/def2-TZVPD, the OMol25 dataset).

Geometry (Å):
C: -0.909 -1.065 -0.391
C: 0.175 0.025 -0.214
N: 1.568 -0.308 0.025
O: 2.374 0.618 0.096
O: 1.839 -1.469 0.023
C: -0.403 1.427 0.663
O: -0.154 1.277 -0.731
H: -1.476 -0.820 -1.335
H: -1.434 -1.125 0.476
H: -0.401 -2.117 -0.651
H: -1.438 1.473 0.850
H: 0.259 2.085 1.189

Calculated values
* SMILES: C[C@]1([N+](=O)[O-])CO1
* orbital gap: 10.1789 eV
* charge: 0
* HOMO energy: -10.49 eV


If we sort the structures by their calculated energies, the order from most to least stable is <A>, <B>.


<A>
# C3H5NO3

One molecule with the formula C3H5NO3 (ωB97M-V/def2-TZVPD, the OMol25 dataset).

Geometry (Å):
C: -1.106 1.056 0.319
C: 0.051 0.153 0.050
N: 0.465 -0.848 0.793
O: -0.468 -1.263 1.717
C: 0.668 0.135 -1.257
O: 0.774 0.981 -2.090
O: 1.508 -1.097 -1.195
H: -0.997 1.509 1.305
H: -2.040 0.494 0.325
H: -1.149 1.819 -0.455
H: -0.024 -1.973 2.204
H: 2.317 -0.968 -1.716

Calculated values
* SMILES: C/C(=N\O)C(=O)O
* orbital gap: 9.6097 eV
* charge: 0
* HOMO energy: -9.72 eV


<B>
# C3H5NO3

A 2-piece molecular cluster, C3H5NO3 overall (ωB97M-V/def2-TZVPD, the OMol25 dataset).

Geometry (Å):
H: 0.736 2.325 1.112
N: 0.492 1.493 0.580
C: -0.095 0.608 1.254
C: -0.688 -0.680 1.348
O: -0.547 0.329 2.469
H: -0.055 -1.555 1.453
H: -1.708 -0.842 1.015
O: -0.194 -1.345 -1.124
C: 0.285 -0.697 -2.032
O: 0.728 0.541 -1.977
H: 0.401 -1.102 -3.047
H: 0.644 0.923 -1.053

Calculated values
* SMILES: [H]/N=C1/CO1.O=CO
* orbital gap: 11.3181 eV
* charge: 0
* HOMO energy: -10.54 eV


<C>
# C3H5NO3

One molecule with the formula C3H5NO3 (ωB97M-V/def2-TZVPD, the OMol25 dataset).

Geometry (Å):
C: 0.677 -0.459 0.370
C: -0.551 -0.402 -0.457
C: -1.552 0.751 -0.399
N: -2.740 0.398 -0.020
O: -3.826 0.862 0.184
O: -2.627 -1.111 0.399
O: -1.479 -1.529 -0.289
H: 0.842 -0.061 1.347
H: 1.561 -0.066 -0.140
H: 0.937 -1.608 0.463
H: -0.331 -0.303 -1.510
H: -1.541 1.813 -0.545

Calculated values
* SMILES: C[C@@H]1C=[N+]([O-])OO1
* orbital gap: 10.0955 eV
* charge: 0
* HOMO energy: -9.45 eV


If we sort the structures by their calculated energies, the order from most to least stable is <B>, <A>, <C>.